Record 1
Entry from OMol25: a 2-piece molecular cluster, C25H22BN6O8 overall at a distorted geometry (ωB97M-V/def2-TZVPD).

Each atom is followed by the atoms it is bonded to, with distances in Å.
CARTESIAN COORDINATES (ANGSTROEM)
1 C -4.28 -3.06 3.90  C2 1.453, H26 1.097, H27 1.097, H28 1.099
2 C -2.88 -2.69 3.81  C1 1.453, C3 1.382, O25 1.364
3 C -1.92 -2.64 4.81  C2 1.382, C4 1.400, H29 1.093
4 C -0.69 -2.44 4.18  C3 1.400, C5 1.440, H30 1.087
5 C -0.88 -2.47 2.76  C4 1.440, C13 1.426, O25 1.429
6 B -1.49 2.61 2.25  C7 1.536, C19 1.535, N57 1.478
7 C -1.04 2.65 3.72  B6 1.536, C8 1.386, O12 1.403
8 C -1.48 3.16 4.93  C7 1.386, C9 1.438, H31 1.088
9 C -0.81 2.42 5.96  C8 1.438, C10 1.383, H32 1.089
10 C 0.03 1.52 5.33  C9 1.383, C11 1.446, O12 1.366
11 C 0.86 0.42 5.76  C10 1.446, H33 1.090, H34 1.096, H35 1.093
12 O -0.11 1.63 3.98  C7 1.403, C10 1.366
13 C -0.09 -3.36 1.98  C5 1.426, C14 1.409, O18 1.374
14 C -0.34 -4.07 0.79  C13 1.409, C15 1.421, H36 1.092
15 C 0.81 -4.87 0.57  C14 1.421, C16 1.389, H37 1.085
16 C 1.67 -4.66 1.64  C15 1.389, C17 1.438, O18 1.367
17 C 3.07 -4.93 1.84  C16 1.438, H38 1.090, H39 1.097, H40 1.092
18 O 1.09 -3.81 2.53  C13 1.374, C16 1.367
19 C -2.84 1.96 1.91  B6 1.535, C20 1.395, O24 1.404
20 C -3.20 1.19 0.80  C19 1.395, C21 1.411, H41 1.084
21 C -4.27 0.36 1.20  C20 1.411, C22 1.375, H42 1.087
22 C -4.61 0.78 2.46  C21 1.375, C23 1.439, O24 1.366
23 C -5.78 0.36 3.19  C22 1.439, H43 1.093, H44 1.090, H45 1.086
24 O -3.77 1.74 2.95  C19 1.404, C22 1.366
25 O -2.29 -2.61 2.58  C2 1.364, C5 1.429
26 H -4.51 -3.26 4.96  C1 1.097
27 H -4.94 -2.27 3.53  C1 1.097
28 H -4.47 -3.98 3.33  C1 1.099
29 H -2.11 -2.87 5.86  C3 1.093
30 H 0.26 -2.30 4.70  C4 1.087
31 H -2.13 4.02 5.06  C8 1.088
32 H -0.96 2.50 7.04  C9 1.089
33 H 1.50 0.70 6.60  C11 1.090
34 H 0.22 -0.38 6.15  C11 1.096
35 H 1.49 0.00 4.97  C11 1.093
36 H -1.23 -3.97 0.16  C14 1.092
37 H 1.04 -5.47 -0.31  C15 1.085
38 H 3.29 -5.97 1.60  C17 1.090
39 H 3.68 -4.32 1.17  C17 1.097
40 H 3.38 -4.69 2.86  C17 1.092
41 H -2.84 1.32 -0.21  C20 1.084
42 H -4.76 -0.48 0.71  C21 1.087
43 H -6.49 0.00 2.44  C23 1.093
44 H -5.61 -0.48 3.86  C23 1.090
45 H -6.25 1.17 3.73  C23 1.086
46 O -0.79 0.70 -3.19  N47 1.244
47 N -0.05 -0.18 -2.72  O46 1.244, O48 1.258, C49 1.435
48 O 0.53 -1.08 -3.39  N47 1.258
49 C 0.16 -0.27 -1.30  N47 1.435, C50 1.370, C60 1.443
50 C 0.80 -1.31 -0.67  C49 1.370, C51 1.429, H61 1.089
51 C 0.79 -1.28 0.76  C50 1.429, N52 1.448, C55 1.425
52 N 2.09 -1.60 1.31  C51 1.448, O53 1.262, O54 1.240
53 O 2.93 -2.05 0.48  N52 1.262
54 O 2.34 -1.38 2.50  N52 1.240
55 C -0.21 -0.63 1.53  C51 1.425, N56 1.426, H62 1.097
56 N -0.58 0.59 0.90  C55 1.426, N57 1.432, C60 1.396
57 N -0.48 1.92 1.42  B6 1.478, N56 1.432, N58 1.346
58 N 0.24 2.70 0.59  N57 1.346, N59 1.327
59 N 0.45 1.99 -0.51  N58 1.327, C60 1.314
60 C -0.13 0.82 -0.40  C49 1.443, N56 1.396, N59 1.314
61 H 1.39 -1.99 -1.28  C50 1.089
62 H -0.30 -0.64 2.63  C55 1.097

Energy relative to the best compared isomer or geometry (same formula, charge and spin) (kcal per mole): 131.6
Calculated total energy (eV): -52265.3454
Orbital gap (Eh): 0.1516
Net charge: -1

Electronic structure analysis, natural (NBO) charges in units of e:
1 C -0.6493
2 C 0.2818
3 C -0.3238
4 C -0.2935
5 C 0.2450
6 B 0.7340
7 C -0.0394
8 C -0.2352
9 C -0.3439
10 C 0.3252
11 C -0.6762
12 O -0.4043
13 C 0.2221
14 C -0.2784
15 C -0.3276
16 C 0.3028
17 C -0.6745
18 O -0.4158
19 C -0.0695
20 C -0.1725
21 C -0.3345
22 C 0.3336
23 C -0.6623
24 O -0.4053
25 O -0.4388
26 H 0.2204
27 H 0.2071
28 H 0.2201
29 H 0.2159
30 H 0.2333
31 H 0.2219
32 H 0.2192
33 H 0.2218
34 H 0.2290
35 H 0.2676
36 H 0.2291
37 H 0.2198
38 H 0.2092
39 H 0.2556
40 H 0.2311
41 H 0.2479
42 H 0.2317
43 H 0.2260
44 H 0.2267
45 H 0.2301
46 O -0.4382
47 N 0.5097
48 O -0.4627
49 C -0.1331
50 C -0.0430
51 C -0.0762
52 N 0.4725
53 O -0.5182
54 O -0.4864
55 C -0.2434
56 N -0.1138
57 N -0.2377
58 N -0.0510
59 N -0.2450
60 C 0.2703
61 H 0.2599
62 H 0.2729

***

Record 2
Entry from OMol25: one molecule with the formula C5H8O (ωB97M-V/def2-TZVPD).

Each atom is followed by the atoms it is bonded to, with distances in Å.
CARTESIAN COORDINATES (ANGSTROEM)
1 C 2.03 -0.12 -0.43  C2 1.480, H7 1.098, H8 1.101, H9 1.103
2 C 0.92 -0.03 0.54  C1 1.480, C6 1.480
3 C -1.73 -1.34 0.37  C4 1.328, H10 1.086, H11 1.084
4 C -1.87 -0.06 0.05  C3 1.328, O5 1.378, H12 1.092
5 O -1.28 0.96 0.76  C4 1.378, C6 1.417
6 C 0.05 1.14 0.31  C2 1.480, O5 1.417, H13 1.107, H14 1.108
7 H 2.17 -1.18 -0.70  C1 1.098
8 H 2.94 0.13 0.12  C1 1.101
9 H 1.97 0.49 -1.35  C1 1.103
10 H -2.18 -2.11 -0.24  C3 1.086
11 H -1.15 -1.63 1.24  C3 1.084
12 H -2.43 0.27 -0.83  C4 1.092
13 H 0.51 1.92 0.95  C6 1.107
14 H 0.03 1.55 -0.72  C6 1.108

Energy relative to the best compared isomer or geometry (same formula, charge and spin) (kcal per mole): 116.5
Calculated total energy (eV): -7357.2024
Orbital gap (Eh): 0.3118

Electronic structure analysis, natural (NBO) charges in units of e:
1 C -0.8043
2 C 0.1891
3 C -0.4510
4 C 0.1134
5 O -0.5289
6 C -0.2606
7 H 0.2609
8 H 0.2733
9 H 0.1839
10 H 0.2064
11 H 0.2308
12 H 0.1717
13 H 0.2503
14 H 0.1650

***

These records have E_HOMO values of -2.6; -8.5 eV, in the order they appear.